(1)
The following is a DFT calculation (ωB97M-V/def2-TZVPD) of a molecular structure, C30H31IN3O6PS2Ti.

Atoms and positions in Å:
Ti -0.015 1.129 0.384
C 0.749 1.702 -3.129
C 0.358 0.607 -2.183
N -0.827 0.730 -1.507
N -1.664 -0.376 -1.514
C -2.365 -0.618 -0.468
S -2.196 0.148 1.102
S -3.707 -1.772 -0.723
C -3.247 -3.064 0.488
C -2.474 -4.173 -0.169
C -3.070 -5.398 -0.452
C -2.356 -6.408 -1.088
C -1.032 -6.201 -1.450
C -0.433 -4.972 -1.187
C -1.149 -3.968 -0.552
C 1.208 -0.556 -2.022
C 2.104 -0.996 -3.004
C 2.974 -2.053 -2.782
C 2.974 -2.685 -1.541
C 2.111 -2.257 -0.540
C 1.224 -1.194 -0.748
O 0.456 -0.755 0.230
H -0.004 2.486 -3.122
H 1.722 2.135 -2.881
H 0.814 1.304 -4.151
H -2.669 -2.538 1.248
H -4.176 -3.431 0.924
H -4.107 -5.561 -0.171
H -2.835 -7.358 -1.300
H -0.472 -6.991 -1.938
H 0.595 -4.785 -1.477
H -0.686 -3.005 -0.370
H 2.098 -0.506 -3.971
H 3.655 -2.374 -3.561
H 3.663 -3.499 -1.341
H 2.136 -2.709 0.446
O 3.567 2.842 0.350
C 2.393 2.536 0.187
O 1.868 1.398 0.606
C 1.424 3.418 -0.490
C 1.824 4.592 -1.113
C 0.899 5.405 -1.715
C -0.493 5.037 -1.663
C -1.498 5.842 -2.218
C -2.828 5.469 -2.172
C -3.178 4.272 -1.548
C -2.212 3.464 -0.983
C -0.854 3.820 -1.024
N 0.107 3.000 -0.454
H 2.882 4.819 -1.104
H 1.192 6.312 -2.233
H -1.204 6.771 -2.698
H -3.588 6.105 -2.613
H -4.218 3.970 -1.498
H -2.496 2.540 -0.503
I -1.983 3.433 2.750
C -0.149 2.421 2.162
H 0.112 1.916 3.088
H 0.543 3.256 2.072
C -0.569 0.361 5.050
O 0.229 -0.703 4.551
P 1.051 -0.535 3.129
O 1.482 -2.114 3.006
C 0.420 -3.012 2.686
O 2.435 -0.011 3.824
C 3.613 0.251 3.056
H -1.136 -0.032 5.894
H -1.275 0.733 4.303
H 0.052 1.190 5.400
H 0.860 -3.934 2.309
H -0.234 -2.588 1.919
H -0.174 -3.231 3.577
H 3.412 0.892 2.198
H 4.052 -0.688 2.707
H 4.316 0.747 3.724

Atomic forces in eV per Å
Ti -1.29 -0.26 0.14
C 0.05 -0.02 0.06
C -0.13 -0.14 0.16
N -0.48 -0.32 0.37
N 0.01 -0.25 -0.34
C 0.12 0.19 -0.03
S -0.01 0.24 -0.33
S 0.08 0.02 0.05
C -0.06 0.09 -0.32
C -0.01 0.00 0.08
C 0.04 -0.05 0.03
C 0.00 0.05 0.03
C -0.04 0.05 0.02
C -0.02 0.00 0.03
C 0.07 -0.01 -0.03
C -0.14 0.08 -0.05
C 0.00 -0.06 -0.02
C -0.04 0.02 0.03
C -0.08 0.05 0.01
C 0.00 -0.13 0.08
C 0.05 -0.07 -0.04
O 0.57 -0.63 -0.30
H 0.01 0.01 0.00
H 0.02 -0.02 -0.06
H -0.04 0.03 0.02
H -0.02 -0.10 0.11
H 0.05 -0.05 0.08
H 0.03 0.00 -0.01
H 0.00 0.01 0.01
H 0.00 0.03 -0.01
H -0.04 0.02 0.01
H 0.01 0.01 0.00
H 0.03 0.02 0.01
H -0.01 0.00 -0.01
H -0.02 0.01 -0.01
H -0.01 0.04 -0.03
O 0.21 -0.07 0.01
C -0.10 0.06 -0.02
O 0.85 0.62 -0.21
C -0.16 0.00 0.20
C -0.03 0.02 0.02
C -0.10 0.01 -0.08
C 0.12 0.04 0.04
C 0.05 -0.05 -0.04
C -0.02 0.01 0.01
C -0.02 0.06 -0.02
C 0.04 0.00 -0.03
C 0.20 -0.12 0.09
N 0.45 0.77 -0.61
H 0.00 0.01 0.02
H -0.03 0.00 0.04
H 0.00 -0.01 0.01
H -0.01 -0.01 0.01
H 0.03 -0.01 0.01
H -0.01 -0.06 0.06
I 0.01 0.06 0.02
C -0.27 -0.02 0.44
H 0.02 -0.03 0.06
H 0.05 0.05 -0.12
C -0.05 -0.05 -0.14
O -0.03 -0.10 0.05
P 0.21 -0.03 0.64
O -0.14 -0.11 -0.02
C -0.02 0.11 -0.04
O 0.05 0.00 0.03
C -0.07 -0.04 -0.14
H 0.01 -0.02 0.02
H 0.03 0.00 -0.02
H 0.01 0.02 -0.02
H 0.03 0.00 -0.04
H 0.02 0.03 -0.04
H 0.03 0.01 0.01
H -0.04 -0.02 0.02
H -0.01 0.01 0.02
H 0.01 0.00 0.02

The max |F| is 0.0258 hartree/bohr. The spin multiplicity is 3. For the frontier orbital gap (alpha / beta), the calculation gives 4.42 / 6.23 eV. The total charge is -2. As for the energy above the lowest of the compared OMol25 structures with the same formula, charge and spin: 1.673 eV.

=====

(2)
The following is a DFT calculation (ωB97M-V/def2-TZVPD) of a molecular structure, C30H31N5OP2RuS2Se2.

Atoms and positions in Å:
Ru 0.196 -0.057 -0.019
N -1.293 -1.206 1.461
C -1.448 -0.525 2.751
C -1.951 0.891 2.486
N -1.064 1.512 1.490
H -2.194 -1.325 1.006
H -0.876 -2.123 1.587
H -0.470 -0.481 3.236
H -2.133 -1.054 3.418
H -1.981 1.454 3.421
H -2.963 0.850 2.079
H -0.274 1.959 1.946
H -1.543 2.222 0.948
Se 3.964 -1.973 -4.604
P 2.052 -1.438 -5.388
C 2.228 -0.019 -6.502
C 1.433 1.114 -6.391
C 1.594 2.159 -7.289
C 2.532 2.064 -8.304
C 3.319 0.924 -8.422
C 3.171 -0.117 -7.522
C 1.191 -2.694 -6.368
C 0.221 -2.283 -7.280
C -0.422 -3.226 -8.065
C -0.097 -4.570 -7.939
C 0.860 -4.975 -7.022
C 1.511 -4.038 -6.235
C 0.944 -1.044 -4.008
C 0.750 -0.032 -3.079
N -0.125 -0.525 -2.136
N -0.369 -1.793 -2.435
N 0.262 -2.124 -3.530
P 1.076 1.726 -2.992
Se 0.780 2.380 -0.948
C 2.794 2.015 -3.473
C 3.695 1.124 -2.892
C 5.057 1.326 -3.023
C 5.528 2.421 -3.732
C 4.632 3.308 -4.309
C 3.268 3.121 -4.173
C -0.252 2.464 -3.998
C -0.107 3.592 -4.801
C -1.187 4.058 -5.533
C -2.414 3.418 -5.463
C -2.576 2.328 -4.619
C -1.504 1.857 -3.882
H 0.679 1.173 -5.619
H 0.975 3.043 -7.197
H 2.643 2.875 -9.011
H 4.047 0.853 -9.219
H 3.780 -1.009 -7.603
H -0.025 -1.234 -7.390
H -1.171 -2.911 -8.778
H -0.588 -5.302 -8.568
H 1.114 -6.022 -6.932
H 2.272 -4.346 -5.528
H 3.338 0.284 -2.315
H 5.743 0.636 -2.554
H 6.592 2.589 -3.824
H 4.993 4.168 -4.858
H 2.594 3.846 -4.604
H 0.837 4.111 -4.862
H -1.067 4.934 -6.156
H -3.245 3.773 -6.057
H -3.540 1.847 -4.526
H -1.650 1.021 -3.214
C 0.287 -4.208 0.039
O 0.795 -2.888 0.264
C 1.997 -2.562 -0.260
S 2.941 -3.630 -1.065
S 2.471 -0.945 0.128
H -0.554 -4.335 0.718
H 1.055 -4.949 0.255
H -0.040 -4.308 -0.994

Atomic forces in eV per Å
Ru 0.84 2.45 -1.34
N 0.48 -0.52 -0.54
C -0.08 0.39 -0.05
C 0.14 -0.40 0.11
N 0.46 -0.47 -0.06
H 0.01 -0.14 0.01
H -0.09 -0.03 -0.09
H 0.00 -0.05 -0.01
H 0.04 0.01 -0.01
H -0.07 0.02 -0.06
H 0.03 0.05 -0.02
H -0.08 0.16 0.02
H 0.12 0.02 -0.09
Se -0.63 -0.14 -0.21
P 1.32 -0.08 0.04
C -0.44 -0.02 0.22
C 0.08 -0.21 -0.15
C -0.06 0.11 0.00
C -0.01 0.02 0.00
C -0.02 0.01 0.02
C 0.04 -0.02 -0.01
C -0.04 0.26 0.14
C -0.01 -0.10 0.01
C -0.05 0.03 -0.01
C 0.00 0.01 0.00
C 0.03 -0.03 -0.05
C 0.03 -0.02 0.05
C -0.13 0.20 0.61
C -0.18 0.37 -0.11
N 1.18 -0.17 1.77
N 0.28 -0.68 -0.32
N -0.83 0.14 0.33
P 0.23 -0.16 -0.75
Se -0.13 -1.47 0.80
C -0.32 0.02 0.18
C -0.06 -0.03 0.07
C 0.09 0.14 0.01
C -0.05 -0.12 0.07
C -0.08 0.13 -0.08
C -0.03 0.07 -0.06
C 0.10 0.20 0.27
C 0.02 0.01 0.15
C 0.00 0.11 -0.02
C 0.00 -0.02 0.00
C 0.02 0.04 0.02
C -0.02 0.05 -0.04
H 0.00 -0.08 -0.22
H 0.01 -0.02 -0.06
H 0.03 0.01 -0.01
H 0.01 -0.03 0.00
H 0.05 0.04 0.02
H 0.02 0.01 -0.01
H 0.00 -0.01 -0.02
H -0.02 -0.02 0.01
H 0.00 -0.01 0.02
H 0.02 0.06 0.01
H -0.01 -0.15 -0.02
H 0.00 -0.05 -0.06
H 0.01 -0.01 -0.03
H 0.02 0.00 -0.01
H 0.13 -0.05 -0.02
H -0.13 -0.01 -0.05
H 0.00 -0.01 -0.04
H -0.02 0.03 0.02
H 0.00 -0.03 -0.03
H 0.03 -0.08 -0.04
C 0.09 -0.22 -0.14
O 0.16 0.35 0.10
C 0.10 -2.00 -0.10
S -0.14 0.87 0.23
S -2.44 1.12 -0.33
H -0.01 0.11 -0.01
H -0.05 0.02 0.01
H 0.02 0.01 -0.05

The max |F| is 0.0567 hartree/bohr. The spin multiplicity is 2. For the frontier orbital gap (alpha / beta), the calculation gives 4.66 / 5.29 eV. The total charge is +1. As for the energy above the lowest of the compared OMol25 structures with the same formula, charge and spin: 3.861 eV.

=====

(3)
The following is a DFT calculation (ωB97M-V/def2-TZVPD) of a molecular structure, C30H32AsBBrNO2RhS.

Atoms and positions in Å:
Rh -0.832 -1.046 0.667
C -2.457 -1.452 -4.672
C -2.523 -2.084 -3.310
C -2.917 -3.404 -3.123
C -2.969 -3.950 -1.855
C -2.604 -3.141 -0.796
Br -2.768 -3.758 0.984
N -2.185 -1.890 -0.940
C -2.156 -1.377 -2.179
H -3.295 -1.767 -5.292
H -1.539 -1.744 -5.186
H -2.471 -0.365 -4.605
H -3.198 -4.008 -3.978
H -3.291 -4.966 -1.684
H -1.818 -0.351 -2.259
S 0.550 -2.302 1.903
C 0.664 -1.388 3.435
C 1.051 -2.056 4.595
C 1.251 -1.350 5.771
C 1.079 0.031 5.826
C 0.682 0.708 4.687
C 0.449 -0.009 3.518
As -0.106 0.719 1.874
C -2.026 0.928 1.721
C -2.920 0.366 2.632
C -4.272 0.307 2.325
C -4.734 0.792 1.107
C -3.849 1.339 0.189
C -2.494 1.402 0.487
C 0.681 2.434 1.615
C -0.099 3.579 1.508
C 0.531 4.814 1.411
C 1.915 4.897 1.423
C 2.687 3.747 1.536
C 2.072 2.510 1.630
H 1.211 -3.127 4.566
H 1.558 -1.884 6.661
H 1.247 0.568 6.749
H 0.542 1.782 4.702
H -2.556 -0.024 3.576
H -4.966 -0.122 3.036
H -5.790 0.743 0.874
H -4.212 1.720 -0.756
H -1.804 1.840 -0.227
H -1.178 3.525 1.523
H -0.067 5.713 1.335
H 2.396 5.864 1.350
H 3.767 3.815 1.551
H 2.666 1.608 1.712
C 3.194 1.285 -1.952
C 2.654 -0.065 -1.533
C 3.759 -0.933 -0.951
O 1.686 0.151 -0.456
B 0.677 -0.758 -0.633
O 0.743 -1.431 -1.816
C 1.793 -0.801 -2.613
C 1.094 0.147 -3.575
C 2.524 -1.887 -3.373
H 3.727 1.734 -1.113
H 2.400 1.964 -2.255
H 3.898 1.174 -2.779
H 4.212 -0.410 -0.108
H 4.535 -1.130 -1.691
H 3.364 -1.883 -0.590
H 0.514 0.899 -3.033
H 0.415 -0.428 -4.204
H 1.808 0.661 -4.219
H 2.910 -2.653 -2.705
H 3.354 -1.463 -3.942
H 1.836 -2.360 -4.075

Atomic forces in eV per Å
Rh 0.03 -0.06 -1.00
C 0.00 -0.04 0.05
C 0.00 0.15 -0.03
C -0.02 -0.12 -0.09
C -0.04 0.01 0.03
C -0.16 0.13 0.18
Br 0.04 -0.02 -0.12
N 0.30 -0.29 -0.12
C -0.05 -0.01 0.03
H 0.00 0.01 0.00
H -0.01 -0.01 0.00
H 0.01 0.00 0.00
H 0.00 0.01 0.02
H 0.00 0.01 0.01
H 0.03 -0.02 0.00
S 0.00 0.32 0.24
C 0.12 -0.02 -0.10
C 0.08 -0.07 0.11
C -0.01 -0.07 -0.06
C -0.01 0.04 -0.03
C -0.05 -0.02 0.08
C 0.14 -0.15 0.05
As -0.64 0.29 0.43
C 0.06 0.23 0.16
C -0.01 -0.06 0.06
C 0.04 -0.01 -0.02
C -0.01 0.01 -0.01
C -0.01 -0.01 0.03
C -0.02 -0.04 -0.04
C 0.26 -0.09 -0.18
C 0.13 0.08 0.05
C -0.04 -0.03 0.00
C -0.02 -0.01 -0.01
C -0.03 -0.03 0.00
C 0.00 0.08 -0.02
H 0.01 0.02 0.02
H -0.01 0.00 -0.01
H 0.00 -0.01 -0.01
H 0.00 0.00 0.00
H 0.00 0.01 0.01
H 0.01 0.01 0.00
H 0.00 0.00 0.00
H 0.00 -0.01 0.00
H 0.00 0.01 0.01
H -0.03 -0.02 0.00
H 0.01 0.00 0.00
H 0.00 -0.01 0.00
H -0.01 0.00 0.00
H 0.01 0.00 0.00
C 0.04 0.01 -0.04
C -0.09 -0.04 0.06
C -0.01 -0.02 0.01
O 0.08 0.01 -0.13
B -0.23 -0.15 0.42
O 0.11 -0.04 -0.09
C 0.02 0.00 0.05
C -0.04 0.02 0.02
C 0.01 -0.01 -0.04
H 0.01 0.00 -0.01
H 0.01 0.01 0.01
H -0.01 0.01 0.00
H 0.00 -0.01 0.00
H 0.00 0.01 0.02
H 0.01 0.01 0.00
H 0.02 0.01 -0.01
H 0.00 0.02 0.01
H 0.00 -0.01 -0.01
H 0.00 0.00 -0.01
H -0.01 -0.01 0.00
H 0.02 0.00 0.00

The max |F| is 0.0195 hartree/bohr. The spin multiplicity is 1. For the frontier orbital gap, the calculation gives 6.82 eV. The total charge is +1. As for the energy above the lowest of the compared OMol25 structures with the same formula, charge and spin: 0.188 eV.

=====

(4)
The following is a DFT calculation (ωB97M-V/def2-TZVPD) of a molecular structure, C30H32BMoNO2PS2SbSe4.

Atoms and positions in Å:
Mo -0.340 -0.130 0.526
N 1.488 -0.377 -0.830
C 2.442 -1.450 -0.553
C 3.175 -2.041 -1.567
C 4.102 -3.019 -1.234
C 4.300 -3.388 0.091
C 3.562 -2.785 1.097
C 2.624 -1.807 0.773
P 1.558 -0.977 1.967
C 1.273 -2.242 3.223
C 1.604 -2.027 4.558
C 1.474 -3.065 5.472
C 1.039 -4.313 5.054
C 0.718 -4.530 3.719
C 0.822 -3.495 2.806
C 2.475 0.380 2.716
C 3.852 0.514 2.546
C 4.517 1.579 3.136
C 3.815 2.503 3.896
C 2.442 2.370 4.069
C 1.770 1.317 3.474
H 1.237 -0.395 -1.826
H 2.001 0.505 -0.742
H 3.032 -1.743 -2.599
H 4.675 -3.496 -2.017
H 5.024 -4.152 0.338
H 3.699 -3.083 2.129
H 1.971 -1.063 4.886
H 1.733 -2.899 6.510
H 0.957 -5.123 5.766
H 0.386 -5.507 3.392
H 0.578 -3.675 1.765
H 4.408 -0.209 1.962
H 5.586 1.684 3.005
H 4.337 3.331 4.357
H 1.897 3.091 4.664
H 0.698 1.217 3.608
S -1.152 1.689 1.475
C -2.316 2.437 0.351
C -3.276 3.312 0.830
C -4.228 3.826 -0.048
C -4.222 3.472 -1.388
C -3.247 2.609 -1.878
C -2.309 2.101 -0.997
S -0.963 1.118 -1.601
H -3.291 3.586 1.877
H -4.982 4.505 0.327
H -4.973 3.867 -2.057
H -3.224 2.333 -2.924
C -4.551 -2.987 2.174
C -3.953 -1.602 2.329
C -5.005 -0.614 2.793
O -3.548 -1.170 0.975
B -2.232 -1.042 0.983
O -1.533 -1.309 2.133
C -2.616 -1.560 3.189
C -2.274 -2.860 3.874
C -2.501 -0.408 4.164
H -5.415 -2.919 1.515
H -4.886 -3.383 3.132
H -3.843 -3.688 1.732
H -5.867 -0.681 2.131
H -4.636 0.410 2.772
H -5.338 -0.849 3.804
H -2.211 -3.693 3.178
H -3.045 -3.084 4.612
H -1.325 -2.762 4.397
H -2.646 0.560 3.688
H -1.514 -0.432 4.627
H -3.244 -0.517 4.954
Se 0.205 3.684 -3.690
Sb 1.431 1.944 -5.134
Se 0.979 -0.235 -4.379
Se 2.498 2.884 -6.946
Se 0.627 2.718 -1.620

Atomic forces in eV per Å
Mo 0.29 -0.55 0.59
N 0.00 0.14 -0.04
C 0.01 -0.02 0.09
C -0.03 0.00 -0.02
C 0.00 0.00 -0.02
C -0.01 0.00 0.00
C 0.01 0.00 -0.01
C -0.01 -0.01 0.00
P -0.19 0.30 0.13
C 0.05 0.02 0.00
C -0.10 0.04 0.00
C -0.01 -0.03 0.02
C 0.02 0.02 0.01
C -0.01 0.00 -0.03
C 0.05 -0.06 0.00
C 0.08 -0.01 -0.07
C 0.00 0.00 0.01
C 0.00 0.01 0.01
C 0.00 -0.01 0.00
C -0.01 0.00 0.01
C 0.03 0.00 0.03
H -0.01 -0.06 -0.01
H -0.02 0.03 -0.01
H -0.01 0.00 0.00
H 0.00 0.00 0.00
H 0.00 0.00 0.00
H 0.00 0.01 0.00
H 0.01 0.00 -0.01
H 0.00 0.00 0.00
H 0.00 0.00 0.00
H 0.00 0.00 0.00
H 0.01 0.00 0.00
H 0.00 0.00 -0.01
H 0.00 0.00 0.00
H 0.00 0.00 0.00
H 0.00 0.00 0.00
H 0.00 0.00 -0.01
S 0.10 0.10 -0.04
C -0.09 0.00 0.02
C 0.01 -0.01 -0.01
C 0.00 0.00 -0.01
C -0.02 0.01 0.02
C 0.02 0.00 0.02
C 0.14 0.12 0.04
S -0.41 -0.11 0.08
H 0.00 0.00 0.00
H 0.00 0.00 0.00
H 0.00 0.01 0.01
H 0.01 0.00 0.00
C 0.02 -0.01 -0.01
C 0.00 0.00 -0.05
C -0.01 -0.02 0.04
O 0.01 -0.05 0.06
B -0.02 0.57 -0.27
O -0.15 -0.48 -0.65
C 0.13 0.07 0.24
C 0.00 0.00 0.01
C -0.01 0.03 -0.03
H 0.00 0.00 -0.01
H 0.00 0.01 0.00
H 0.00 0.00 0.00
H 0.00 0.00 0.00
H 0.00 0.00 0.00
H 0.00 0.00 0.00
H 0.01 0.01 0.01
H -0.01 0.00 -0.01
H 0.00 0.01 0.02
H 0.00 -0.01 0.00
H 0.00 0.01 -0.01
H 0.00 0.00 0.00
Se 0.17 -0.15 0.20
Sb -0.04 0.02 -0.05
Se 0.13 0.01 -0.05
Se -0.06 -0.03 0.07
Se -0.09 0.05 -0.26

The max |F| is 0.0167 hartree/bohr. The spin multiplicity is 1. For the frontier orbital gap (alpha / beta), the calculation gives 6.59 / 6.60 eV. The total charge is +2. As for the energy above the lowest of the compared OMol25 structures with the same formula, charge and spin: 2.123 eV.